# 1
Molecular formula: C56H37BrF4HfN4P3S5
Method: DFT, ωB97M-V with the def2-TZVPD basis set

Element x y z (Å)
Hf 0.66148 -0.29177 -0.36535
S 2.35436 0.60368 -2.20402
P 0.60855 0.89663 -3.19149
C -0.64523 0.26274 -2.24223
P -1.60061 1.38634 -1.42095
S -0.51700 2.12202 0.13404
C -3.10333 0.58011 -0.78924
C -3.38797 -0.72447 -1.17056
C -4.52193 -1.35744 -0.67961
C -5.36759 -0.68748 0.19151
C -5.08480 0.62034 0.56938
C -3.95480 1.25307 0.07902
C -2.38931 2.68947 -2.42377
C -3.13506 2.29143 -3.53226
C -3.82274 3.22979 -4.27885
C -3.76995 4.57532 -3.92555
C -3.02607 4.97257 -2.82743
C -2.33554 4.02888 -2.07472
C 0.50018 2.64134 -3.70151
C -0.20061 3.01934 -4.84410
C -0.31507 4.35675 -5.18701
C 0.27401 5.32986 -4.39116
C 0.97525 4.96206 -3.25207
C 1.08837 3.62316 -2.90979
C 0.71423 -0.00852 -4.76497
C 1.59241 0.38336 -5.77283
C 1.69570 -0.36082 -6.93497
C 0.93179 -1.51230 -7.09328
C 0.06820 -1.91371 -6.08649
C -0.04294 -1.16173 -4.92315
H -2.69198 -1.24350 -1.81976
H -4.72916 -2.38192 -0.96234
H -6.24503 -1.18628 0.58455
H -5.74062 1.14305 1.25435
H -3.72415 2.26472 0.39569
H -3.17668 1.24163 -3.80179
H -4.40110 2.91515 -5.13857
H -4.30789 5.31038 -4.51118
H -2.97652 6.01915 -2.55410
H -1.74652 4.33395 -1.21744
H -0.66607 2.26528 -5.46748
H -0.86861 4.63930 -6.07344
H 0.18453 6.37551 -4.65885
H 1.43578 5.71568 -2.62608
H 1.63956 3.33014 -2.02518
H 2.20159 1.27131 -5.64612
H 2.37605 -0.04892 -7.71742
H 1.01668 -2.09731 -8.00059
H -0.52107 -2.81488 -6.19975
H -0.71207 -1.45933 -4.12383
S -0.02526 -2.65570 -1.06979
C -0.53758 -3.43975 0.40185
C -0.53595 -4.82964 0.49677
C -0.89644 -5.46702 1.67476
C -0.82857 -6.89991 1.73905
N -0.75671 -8.04668 1.79194
C -1.28072 -4.70404 2.78710
C -1.33053 -3.32250 2.68474
C -0.97843 -2.67847 1.50119
S -1.09688 -0.94254 1.38496
C -1.60790 -5.32426 4.04024
N -1.87053 -5.82086 5.04392
H -0.21786 -5.41850 -0.35336
H -1.61894 -2.73485 3.54678
F 5.95353 3.66200 4.84406
C 4.84746 3.03795 4.44252
C 3.97714 2.50416 5.37084
F 4.24539 2.61995 6.67202
C 2.82606 1.86778 4.93659
F 2.00557 1.42726 5.89179
C 2.51200 1.71667 3.59365
P 1.03529 0.77052 2.98840
C -0.29511 1.91088 3.51719
C -0.05495 3.28578 3.50672
C -1.07155 4.19038 3.76767
C -2.35436 3.73490 4.03833
C -2.60836 2.37204 4.03288
C -1.59048 1.46735 3.77044
C 0.94736 -0.66101 4.12423
C 0.18682 -0.70496 5.29249
C 0.09023 -1.87782 6.02378
C 0.75759 -3.02313 5.60282
C 1.52557 -2.98204 4.45092
C 1.61647 -1.81050 3.71119
C 3.39533 2.29925 2.67638
Br 3.03425 2.35718 0.82734
C 4.54688 2.94345 3.09454
F 5.39089 3.50798 2.22832
H 0.93196 3.66610 3.27188
H -0.85864 5.25180 3.75122
H -3.15060 4.43847 4.24668
H -3.60832 2.00345 4.22532
H -1.81370 0.41045 3.73395
H -0.32869 0.17946 5.63956
H -0.51099 -1.89963 6.92421
H 0.65788 -3.94448 6.16278
H 2.03719 -3.86713 4.09402
H 2.18498 -1.80616 2.79027
C 4.54421 -4.96111 -2.43751
C 3.85337 -4.54794 -1.17240
C 3.30916 -5.47601 -0.29106
C 2.66527 -4.96785 0.82020
N 2.54625 -3.66571 1.05001
C 3.10134 -2.85559 0.14941
S 3.01772 -1.10471 0.43223
N 3.76538 -3.24115 -0.94200
H 5.03886 -5.92657 -2.32973
H 5.26745 -4.20040 -2.72265
H 3.81317 -5.04702 -3.24420
H 3.38982 -6.54093 -0.45978
H 2.21951 -5.63179 1.55507

Results
ΔE to the lowest compared entry with this formula, charge and spin   0.262 eV
Lowest unoccupied orbital energy   2.061 eV
M   1353.58 g mol⁻¹
Total energy   -228902.8695 eV
Charge   -1
Frontier orbital gap   7.28 eV

***

# 2
Molecular formula: C56H38I4N6OSZn
Method: DFT, ωB97M-V with the def2-TZVPD basis set

Element x y z (Å)
Zn -0.75086 0.49174 -0.47350
I 2.87444 9.08840 -3.42244
C 1.95691 7.23320 -2.96078
C 0.61180 7.05508 -3.16567
C 0.06488 5.83271 -2.76720
C 0.87998 4.88676 -2.15045
C 2.21336 5.13601 -1.86921
C 2.76456 6.32493 -2.32005
C 0.31080 3.57951 -1.60278
C 0.48836 3.31110 -0.25925
C 1.14243 4.26784 0.71579
C 1.11361 3.61170 1.92130
C 0.45669 2.29457 1.67146
C 0.22112 1.50413 2.71528
C 0.59423 1.84275 4.10082
C 1.93744 1.54454 4.47304
C 2.36622 1.88270 5.70237
C 1.55982 2.43022 6.64840
I 1.99436 2.99177 8.61174
C 0.21873 2.61345 6.28366
C -0.32798 2.31527 5.03509
C -0.52472 0.27188 2.64483
N -0.93174 -0.32353 1.51626
C -1.43307 -1.56158 1.88315
C -2.25791 -2.35048 1.06282
C -2.70643 -3.65071 1.62450
C -4.04574 -3.88852 2.00752
C -4.42019 -5.04619 2.65794
C -3.50457 -6.06090 2.89477
I -4.20979 -7.87017 3.71210
C -2.18273 -5.82679 2.58405
C -1.78838 -4.58998 2.06345
C -2.64549 -2.05129 -0.25370
C -3.46390 -2.83725 -1.03275
C -3.58322 -2.13747 -2.29126
C -2.88134 -0.97413 -2.18470
N -2.21964 -0.95119 -0.96109
C -2.57691 -0.03677 -3.24429
C -1.77012 1.09455 -3.17035
C -1.49830 1.98675 -4.31566
C -0.67168 2.94711 -3.83953
C -0.49975 2.68989 -2.42491
N -1.06903 1.54157 -2.09213
C -3.07647 -0.33775 -4.59354
C -4.07904 0.47075 -5.11904
C -4.31880 0.40625 -6.48778
C -3.80523 -0.56871 -7.29302
I -4.25888 -0.59988 -9.30811
C -2.83575 -1.47588 -6.75031
C -2.42319 -1.27432 -5.43531
C -1.43587 -1.67830 3.33000
C -0.92158 -0.54632 3.78174
N 0.17246 2.07338 0.37255
H -0.03903 7.82051 -3.55458
H -0.94792 5.59482 -2.94784
H 2.78301 4.34346 -1.31973
H 3.82848 6.55371 -2.21052
H 1.28274 5.31912 0.45561
H 1.47503 4.00129 2.90447
H 2.63839 1.11965 3.76656
H 3.42368 1.62474 5.90259
H -0.46790 3.10089 7.02456
H -1.35146 2.58811 4.81617
H -4.84250 -3.25318 1.64577
H -5.44985 -5.30131 2.92608
H -1.41683 -6.60317 2.74596
H -0.76266 -4.52453 1.79323
H -3.89626 -3.81376 -0.85901
H -4.03758 -2.66493 -3.15076
H -1.84762 1.82320 -5.33400
H -0.15459 3.66355 -4.53532
H -4.55593 1.25037 -4.48075
H -5.00624 1.26443 -6.77778
H -2.33879 -2.20694 -7.38390
H -1.69272 -1.92366 -5.05799
H -1.96907 -2.55866 3.79717
H -0.79806 -0.24945 4.75858
C 1.30153 -3.22424 3.66541
S 1.34661 -2.99326 1.86878
O 1.63353 -4.29142 1.28454
C 2.90389 -2.07438 1.85684
C 4.14230 -2.75135 1.91789
C 5.26544 -1.98912 1.77423
C 5.18869 -0.61147 1.53856
C 3.92186 -0.01275 1.40880
C 2.75013 -0.74165 1.53309
H 2.26762 -3.59759 3.93988
H 0.57516 -3.98823 3.94691
H 0.92025 -2.23310 3.97081
H 4.15463 -3.78920 2.01871
H 6.31972 -2.47869 1.80494
H 6.12108 -0.09949 1.52225
H 3.96519 1.05759 1.04759
H 1.72275 -0.30345 1.35528
N 0.18423 -2.73106 -1.20462
C 1.22891 -1.91917 -1.34434
C 2.50134 -2.55699 -1.49513
C 3.58694 -1.74692 -1.82298
C 3.39656 -0.32300 -1.85486
C 2.09447 0.16899 -1.61920
N 0.97430 -0.61975 -1.40052
H 0.32265 -3.63617 -0.70788
H -0.73016 -2.33017 -1.08872
H 2.60587 -3.67985 -1.42141
H 4.52589 -2.13662 -2.08327
H 4.23803 0.36880 -2.07544
H 1.89036 1.21305 -1.48659

Results
Lowest unoccupied orbital energy   -1.220 eV
M   1416.03 g mol⁻¹
Total energy   -161331.9089 eV
Frontier orbital gap   5.89 eV

***

# 3
Molecular formula: C56H40ClN2O8S
Method: DFT, ωB97M-V with the def2-TZVPD basis set

Element x y z (Å)
O -0.19303 -0.32032 0.67448
S 1.14817 0.14829 0.49393
O 2.12064 -0.88712 0.47183
Cl 1.21043 1.12537 -1.30555
C 1.52760 1.34253 1.77899
C 0.34960 2.36806 1.84337
C -0.52153 2.02450 3.07030
C -1.81711 2.85831 3.08534
N -2.96593 2.09904 2.51399
N -3.22620 0.99776 3.22350
C -4.23169 0.32210 2.74325
C -4.98820 0.60971 1.59585
C -4.68382 1.74526 0.89893
C -3.61713 2.50521 1.44263
C -3.32275 3.77460 0.70988
C -2.23098 3.96266 -0.11107
C -2.09537 5.15649 -0.76957
C -3.01855 6.15800 -0.63939
C -4.10909 5.98469 0.19074
C -4.23962 4.78932 0.84980
H 2.42669 1.87320 1.45920
H 1.64030 0.80804 2.72243
H -0.27765 2.13107 0.98071
H 0.70314 3.39840 1.83886
H 0.03682 2.16211 4.00038
H -0.73171 0.95280 2.99804
H -2.07340 2.96660 4.14474
H -1.71188 3.86672 2.69481
H -4.49953 -0.56531 3.31279
H -5.78583 -0.06049 1.29840
H -5.21870 2.06808 0.01732
H -1.49634 3.18179 -0.26732
H -1.25346 5.35491 -1.42543
H -2.93151 7.09284 -1.18466
H -4.87188 6.74533 0.30328
H -5.10583 4.64678 1.49440
C 2.25865 -3.67398 2.51571
C 2.18311 -4.88114 3.20465
C 3.19789 -5.81481 3.08165
C 4.28795 -5.55111 2.25987
C 4.35141 -4.34987 1.55095
C 3.33745 -3.40920 1.69153
C 5.48636 -4.06877 0.62833
O 5.54244 -3.02176 0.01604
C 6.54347 -5.10395 0.46955
C 7.58153 -4.88590 -0.42803
C 8.57888 -5.83506 -0.57632
C 8.54905 -7.00370 0.17826
C 7.51432 -7.22900 1.07058
C 6.50395 -6.28610 1.21324
C 5.38069 -6.55803 2.15078
O 5.35030 -7.57708 2.80796
H 1.46777 -2.94018 2.61888
H 1.33081 -5.09112 3.83873
H 3.14280 -6.75157 3.62003
H 3.38626 -2.47186 1.15655
H 7.60709 -3.97617 -1.01262
H 9.38385 -5.66550 -1.27967
H 9.33331 -7.74100 0.06569
H 7.48848 -8.13950 1.65393
C 2.90474 10.22033 -3.23480
C 2.19818 9.40615 -2.35548
C 0.88409 9.06553 -2.62812
C 0.26493 9.54632 -3.77581
C 0.96779 10.38242 -4.64564
C 2.29111 10.70777 -4.37650
C 0.30923 10.94792 -5.85607
O 0.92060 11.67014 -6.61342
C -1.11857 10.61152 -6.10782
C -1.76790 11.17273 -7.19968
C -3.09269 10.85847 -7.45375
C -3.77283 9.97435 -6.62247
C -3.13202 9.41589 -5.52940
C -1.80677 9.73842 -5.26193
C -1.14180 9.15845 -4.06592
O -1.73688 8.38639 -3.33606
H 3.93450 10.47856 -3.02468
H 2.67620 9.03647 -1.45737
H 0.33632 8.42855 -1.94670
H 2.83834 11.34526 -5.05775
H -1.23865 11.85765 -7.84834
H -3.59805 11.30087 -8.30230
H -4.80594 9.72496 -6.82713
H -3.66243 8.73209 -4.88075
C -0.75564 -5.16047 1.19468
C 0.25116 -5.88913 0.56695
C 0.15097 -7.26617 0.46619
C -0.95023 -7.92384 1.00288
C -1.94749 -7.19540 1.65215
C -1.85036 -5.81184 1.73544
C -3.11153 -7.88332 2.27544
O -3.98038 -7.24498 2.83606
C -3.18021 -9.36715 2.20242
C -4.22850 -10.03307 2.82577
C -4.31118 -11.41353 2.75431
C -3.35134 -12.13539 2.05184
C -2.30140 -11.47762 1.43297
C -2.20626 -10.09408 1.51312
C -1.05343 -9.40437 0.87199
O -0.21393 -10.03107 0.26124
H -0.67996 -4.08206 1.26512
H 1.11316 -5.37890 0.15547
H 0.93017 -7.83294 -0.02577
H -2.63077 -5.24709 2.22795
H -4.97685 -9.47229 3.36932
H -5.12567 -11.93071 3.24473
H -3.42176 -13.21368 1.99148
H -1.55260 -12.03906 0.89071

Results
Lowest unoccupied orbital energy   -4.492 eV
M   936.46 g mol⁻¹
Total energy   -101433.1926 eV
Charge   +1
Frontier orbital gap   6.35 eV

***

# 4
Molecular formula: C56H42N9O2RbS5
Method: DFT, ωB97M-V with the def2-TZVPD basis set

Element x y z (Å)
Rb 1.91734 -1.62734 0.01469
N -0.44745 -0.60145 -0.69733
S -0.99941 0.48178 0.07639
N -1.46664 0.20076 1.68554
S -2.30147 -1.04001 2.03571
N -2.50097 -2.21962 1.08544
S -1.41113 -3.49761 0.90857
N 0.01704 -3.33896 1.02388
C -2.16094 -4.07063 -0.62502
C -1.99574 -3.23993 -1.72557
C -2.58725 -3.59782 -2.92515
C -3.33459 -4.76588 -3.01922
C -3.47481 -5.59337 -1.91633
C -2.88621 -5.24705 -0.70586
C -2.12602 -4.60558 2.16134
C -3.46309 -4.61123 2.53608
C -3.86873 -5.41051 3.59262
C -2.93819 -6.18954 4.27227
C -1.60469 -6.17404 3.89306
C -1.19205 -5.37540 2.83342
C -1.67000 -1.56906 3.60916
C -2.50696 -1.96761 4.64060
C -1.94414 -2.53313 5.77438
C -0.56921 -2.71041 5.85582
C 0.25527 -2.31585 4.81130
C -0.29158 -1.73820 3.67754
C -3.97091 -0.49995 2.35188
C -5.02288 -1.03009 1.62515
C -6.29503 -0.50747 1.81523
C -6.49871 0.51992 2.72459
C -5.42969 1.04794 3.44125
C -4.15482 0.54602 3.24774
C -0.02189 1.93962 0.41942
C 1.01576 1.83362 1.33096
C 1.83093 2.93106 1.55179
C 1.58763 4.12446 0.88751
C 0.54973 4.21900 -0.02882
C -0.25401 3.11633 -0.28022
C -2.53200 1.18612 -0.59135
C -3.40634 1.95765 0.16084
C -4.62076 2.33812 -0.38727
C -4.94892 1.95043 -1.68182
C -4.06181 1.19063 -2.43029
C -2.84685 0.80009 -1.88194
H -1.40814 -2.33259 -1.62243
H -2.45882 -2.96400 -3.79318
H -3.79614 -5.03796 -3.96007
H -4.03662 -6.51549 -1.99415
H -2.97812 -5.90181 0.14965
H -4.17474 -3.99318 2.00395
H -4.90936 -5.42118 3.89252
H -3.25580 -6.80513 5.10469
H -0.87938 -6.77636 4.42444
H -0.15485 -5.31432 2.52476
H -3.58044 -1.85695 4.55984
H -2.58387 -2.84566 6.58929
H -0.13753 -3.16567 6.73779
H 1.32525 -2.46416 4.86480
H 0.33661 -1.43940 2.85231
H -4.82627 -1.81738 0.91032
H -7.12513 -0.90048 1.24317
H -7.49398 0.91921 2.87245
H -5.58853 1.85903 4.13971
H -3.30255 0.96748 3.76670
H 1.22941 0.89502 1.81916
H 2.67493 2.83724 2.22129
H 2.22908 4.97857 1.06450
H 0.37789 5.13957 -0.57252
H -1.03095 3.17228 -1.02979
H -3.12773 2.26155 1.16170
H -5.31287 2.93324 0.19536
H -5.90024 2.24402 -2.10778
H -4.31640 0.89592 -3.44017
H -2.13646 0.18778 -2.42419
S 5.12470 -3.79230 0.19677
C 5.39911 -3.57876 -1.48684
S 4.35652 -2.61537 -2.45913
C 6.50823 -4.22199 -2.09400
C 7.41323 -5.04152 -1.37233
N 8.20023 -5.71597 -0.85367
C 6.78649 -4.13691 -3.48244
N 7.07887 -4.12980 -4.60369
C 0.51047 6.94976 -4.26280
O 1.16642 6.82911 -3.02524
C 2.41598 6.24200 -3.04902
C 2.92658 5.83248 -1.82056
C 4.15953 5.21959 -1.74172
C 4.94006 5.02380 -2.89033
C 4.43144 5.47318 -4.10366
C 3.17469 6.06474 -4.19578
N 6.28255 4.59490 -2.81956
N 6.63668 3.67418 -2.03047
C 5.79592 2.74714 -1.48191
C 6.25320 2.22197 -0.25856
C 5.49256 1.42723 0.55385
C 4.16958 1.03633 0.18680
O 3.40364 0.42434 0.95664
C 3.76399 1.38129 -1.19957
N 2.62941 0.80841 -1.64388
C 2.28192 0.97246 -2.89820
C 3.06846 1.67311 -3.81714
C 4.21301 2.27931 -3.37375
C 4.57343 2.20074 -2.01474
H -0.51854 7.23050 -4.04411
H 0.51855 6.00344 -4.81241
H 0.96383 7.72523 -4.89044
H 2.32949 5.99327 -0.92814
H 4.53537 4.88109 -0.78426
H 5.03641 5.34482 -4.99322
H 2.81109 6.38278 -5.16363
H 7.24721 2.52730 0.04825
H 5.87309 1.05450 1.49567
H 1.35924 0.49030 -3.20988
H 2.79461 1.69895 -4.86422
H 4.86673 2.77944 -4.07077

Results
ΔE to the lowest compared entry with this formula, charge and spin   1.728 eV
Lowest unoccupied orbital energy   2.470 eV
M   1118.82 g mol⁻¹
Total energy   -131082.5003 eV
Charge   -2
Frontier orbital gap   2.73 eV